C25H26BrN3O2SeTi as an isolated structure, computed with the ωB97M-V functional and the def2-TZVPD basis.

```
59
Properties=species:S:1:pos:R:3:forces:R:3:mulliken_spin:R:1
Ti -0.00526 0.30535 -0.11611 0.507 0.708 -0.200 0.143
O 2.62053 1.01708 2.52054 0.008 0.083 0.051 0.001
C 3.01069 2.32067 2.52799 -0.082 -0.077 -0.053 0.020
C 3.90674 2.81227 3.46786 0.040 0.028 0.047 -0.006
C 4.29072 4.14736 3.44347 -0.004 0.007 -0.016 0.004
C 3.79475 4.99210 2.46443 -0.029 -0.053 -0.025 -0.004
C 2.90179 4.48541 1.52492 0.066 0.022 0.013 0.008
C 2.48665 3.16100 1.54020 0.048 0.034 -0.054 -0.006
C 1.39855 2.72314 0.56479 -0.118 0.024 0.196 -0.001
O 1.58158 1.50461 -0.02273 -0.034 -0.006 0.144 0.008
N 0.06297 2.78078 1.27935 0.014 -0.152 -0.020 -0.018
N -0.40386 1.45356 1.49390 0.100 -0.084 0.165 0.225
C -1.04184 1.24054 2.65011 -0.058 -0.031 -0.002 0.299
C -1.14333 0.00506 3.32730 0.196 0.095 -0.189 -0.084
Br 0.41165 -1.17962 3.24672 -0.077 0.041 0.161 0.051
C -2.14669 -0.41833 4.13401 -0.171 0.072 0.043 0.276
C -3.49430 0.14978 4.14273 0.108 -0.057 -0.006 -0.084
C -4.08048 0.71534 3.00068 0.008 0.007 -0.013 0.066
C -5.36916 1.21700 3.04123 -0.041 0.006 0.025 -0.032
C -6.11612 1.16722 4.21468 0.028 -0.013 0.001 0.070
C -5.55848 0.58735 5.34600 0.017 -0.005 -0.011 -0.040
C -4.26837 0.08098 5.30728 -0.028 0.012 0.032 0.078
H 2.55553 0.66972 3.41740 0.018 -0.048 -0.015 0.001
H 4.30562 2.13849 4.21847 -0.010 -0.001 -0.005 0.000
H 4.98496 4.52001 4.18679 0.000 -0.014 0.002 0.000
H 4.09396 6.03180 2.42945 -0.001 -0.003 0.005 0.000
H 2.49864 5.13784 0.75724 0.000 -0.002 0.009 0.001
H 1.35029 3.51951 -0.19409 -0.055 -0.050 -0.109 -0.003
H 0.19855 3.21497 2.18681 0.014 -0.010 0.036 0.015
H -1.51905 2.08909 3.14144 -0.011 0.023 -0.013 0.006
H -1.95444 -1.23426 4.81982 -0.018 0.001 -0.001 0.025
H -3.52050 0.72020 2.07353 -0.005 0.009 -0.005 0.009
H -5.80634 1.63892 2.14418 0.023 -0.002 -0.010 -0.002
H -7.12397 1.56232 4.24191 0.001 0.002 -0.008 0.008
H -6.13141 0.52904 6.26413 0.004 -0.003 0.000 -0.001
H -3.83766 -0.37173 6.19361 -0.011 0.004 0.003 0.000
C 2.51646 -0.78158 -1.64655 0.011 -0.009 -0.017 0.002
N 1.17020 -0.31412 -1.99139 -0.008 -0.069 -0.173 0.001
C 0.49085 -1.33987 -2.79986 0.048 0.012 -0.005 0.001
C 1.24379 0.93834 -2.77367 -0.047 0.085 -0.043 0.001
C -0.10058 1.62343 -2.77694 -0.091 0.000 0.156 -0.002
C -0.52673 2.40574 -3.84305 -0.004 0.021 -0.077 -0.001
C -1.74134 3.07542 -3.77067 0.000 -0.001 0.005 0.002
C -2.52724 2.95835 -2.63088 0.019 -0.015 -0.001 -0.001
C -2.10072 2.16322 -1.57243 0.015 0.062 -0.132 0.003
C -0.88743 1.47940 -1.62481 -0.103 -0.025 0.009 -0.016
H 3.10112 -0.97860 -2.55518 0.015 0.010 -0.004 0.000
H 2.44044 -1.70860 -1.07726 -0.030 -0.001 0.016 0.001
H 3.01190 -0.02617 -1.04092 0.007 0.006 0.003 -0.001
H 1.06297 -1.51959 -3.72208 -0.004 -0.004 -0.003 0.000
H -0.51171 -1.00213 -3.04852 -0.016 0.007 0.008 0.000
H 0.40517 -2.25730 -2.22456 -0.013 -0.001 0.009 0.001
H 1.60291 0.73340 -3.79213 -0.005 -0.060 -0.005 0.000
H 1.96684 1.57978 -2.27114 0.025 0.013 -0.014 0.000
H 0.08205 2.49921 -4.73832 0.030 -0.028 0.026 0.000
H -2.07396 3.68294 -4.60444 -0.003 0.002 0.006 0.000
H -3.47516 3.48236 -2.57553 0.001 -0.008 0.016 0.000
H -2.72365 2.07428 -0.68924 -0.010 -0.003 0.005 -0.003
Se -1.32119 -1.49510 0.09174 -0.283 -0.565 0.035 -0.021
```
Forces are in eV/Å.

Energy relative to the best compared isomer or geometry (same formula, charge and spin) (eV): 0.167
Net charge: -1
Highest occupied orbital energy (spin up / spin down) (eV): -2.89 / -4.30
<S²>: 0.78
Frontier orbital gap (spin up / spin down) (eV): 5.54 / 6.90
Multiplicity: 2
Maximum force (eV/Å): 0.89